No. 1
The following is a quantum chemistry calculation of a structure of composition C40H32BrKN5O4S, from OMol25.

The LUMO energy is 2.07 eV. As for the total charge: -1. The spin multiplicity is 1. As for the energy relative to the best compared isomer or geometry (same formula, charge and spin): 17.48 kcal per mole. Its total energy is -5690.4283 hartree. For the HOMO energy, the calculation gives -4.150 eV.

```
84
Properties=species:S:1:pos:R:3:lowdin_charge:R:1
K 0.47 -1.05 -0.43 0.75
C 2.45 -0.13 -3.22 -0.09
O 1.21 0.28 -2.67 -0.18
C 0.34 0.96 -3.47 -0.21
C 0.68 1.39 -4.74 -0.03
C -0.26 2.08 -5.52 -0.11
C -1.52 2.33 -5.01 -0.11
C -1.85 1.89 -3.73 -0.04
C -0.94 1.21 -2.94 -0.18
N -1.21 0.75 -1.63 0.02
N -2.46 0.69 -1.40 0.07
C -2.95 0.34 -0.18 -0.15
C -2.19 0.23 1.04 -0.39
O -0.96 0.46 1.14 -0.14
C -2.93 -0.15 2.23 -0.01
C -4.26 -0.32 2.24 -0.04
C -5.05 -0.14 1.05 -0.19
C -6.45 -0.27 1.08 -0.06
C -7.20 -0.08 -0.05 -0.12
C -6.56 0.24 -1.25 -0.11
C -5.19 0.37 -1.30 -0.04
C -4.39 0.19 -0.15 -0.11
H 3.08 0.73 -3.46 0.10
H 2.30 -0.73 -4.12 0.10
H 2.94 -0.73 -2.46 0.07
H 1.66 1.20 -5.15 0.10
H 0.01 2.41 -6.51 0.09
H -2.25 2.86 -5.61 0.09
H -2.83 2.08 -3.32 0.09
H -2.34 -0.28 3.13 0.11
H -4.78 -0.61 3.15 0.11
H -6.92 -0.53 2.02 0.10
H -8.28 -0.18 -0.01 0.09
H -7.14 0.39 -2.15 0.09
H -4.70 0.60 -2.24 0.09
O -0.94 -3.36 -0.41 -0.17
C -0.66 -4.42 0.29 -0.37
C -1.62 -5.03 1.14 -0.02
C -1.31 -6.17 1.86 -0.12
C -0.06 -6.77 1.77 -0.14
C 0.89 -6.19 0.94 -0.08
C 0.62 -5.03 0.23 -0.12
C 1.71 -4.40 -0.62 -0.35
O 1.22 -3.54 -1.57 -0.08
N 2.72 -3.72 0.27 0.02
N 2.98 -2.43 0.26 -0.01
C 4.00 -2.01 0.92 -0.22
C 4.37 -0.61 1.04 -0.61
Br 3.15 0.67 0.38 0.88
C 5.50 -0.25 1.67 -0.12
C 6.04 1.09 1.94 -0.25
C 6.62 1.34 3.19 -0.05
C 7.14 2.58 3.50 -0.09
C 7.11 3.60 2.56 -0.10
C 6.56 3.37 1.31 -0.08
C 6.03 2.12 1.00 -0.07
H 0.23 -3.41 -1.31 0.02
H -2.59 -4.57 1.20 0.11
H -2.07 -6.61 2.50 0.09
H 0.17 -7.68 2.32 0.08
H 1.87 -6.65 0.84 0.10
H 2.29 -5.20 -1.10 0.14
H 3.36 -4.33 0.76 0.13
H 4.66 -2.71 1.43 0.12
H 6.08 -1.07 2.08 0.11
H 6.64 0.54 3.92 0.11
H 7.58 2.75 4.48 0.10
H 7.52 4.58 2.80 0.10
H 6.54 4.16 0.57 0.10
H 5.62 1.95 0.02 0.08
S -0.68 3.11 3.07 1.02
C 0.50 3.35 1.82 -0.47
N 0.06 3.60 0.65 0.06
C -1.32 3.60 0.65 -0.33
C -2.12 3.79 -0.49 -0.03
C -3.49 3.74 -0.35 -0.09
C -4.08 3.49 0.89 -0.09
C -3.31 3.30 2.02 -0.09
C -1.92 3.36 1.89 -0.49
H 1.55 3.28 2.07 0.06
H -1.64 3.94 -1.45 0.11
H -4.12 3.85 -1.23 0.10
H -5.16 3.42 0.97 0.10
H -3.77 3.09 2.97 0.11
```

=====

No. 2
The following is a quantum chemistry calculation of a cluster of 9 separate species, H18O9 in total at a distorted geometry, from OMol25.

The LUMO energy is 0.03 eV. The spin multiplicity is 1. The SMILES is O.O.O.O.O.O.O.O.O. As for the energy relative to the best compared isomer or geometry (same formula, charge and spin): 68.75 kcal per mole. Its total energy is -687.9162 hartree. For the HOMO energy, the calculation gives -11.263 eV.

```
27
Properties=species:S:1:pos:R:3:nbo_charge:R:1
O 5.03 -6.53 -19.65 -0.97
H 5.12 -6.24 -18.74 0.48
H 5.63 -5.98 -20.19 0.50
O 3.94 -9.51 -18.39 -0.92
H 4.09 -8.76 -17.86 0.46
H 4.14 -10.27 -17.85 0.46
O 5.12 -11.42 -20.16 -0.92
H 5.89 -11.30 -19.55 0.47
H 5.66 -11.35 -20.92 0.45
O 7.54 -5.90 -20.47 -0.96
H 7.38 -6.75 -20.84 0.48
H 8.41 -5.99 -20.21 0.49
O 6.68 -10.67 -17.43 -0.98
H 7.14 -9.88 -17.16 0.50
H 5.93 -10.88 -16.82 0.48
O 6.73 -7.93 -18.13 -1.00
H 6.34 -8.77 -18.24 0.48
H 6.57 -7.54 -18.96 0.49
O 9.21 -5.57 -17.95 -0.92
H 9.99 -5.91 -17.53 0.46
H 8.62 -5.96 -17.35 0.46
O 6.92 -8.50 -21.59 -0.95
H 6.98 -9.45 -21.70 0.48
H 6.11 -8.46 -21.10 0.48
O 7.79 -8.52 -15.57 -0.94
H 8.07 -8.02 -16.30 0.47
H 6.97 -8.06 -15.30 0.47
```